DFT (the ωB97M-V functional and the def2-TZVPD basis) results for a 6-piece molecular cluster, C36H42N5O11P2 overall at a distorted geometry.

The geometry in XYZ format:
```
96
C36H42N5O11P2 (the ωB97M-V functional and the def2-TZVPD basis)
C -6.994 -3.956 -5.950
C -6.582 -5.124 -5.053
C -5.059 -5.290 -5.047
C -4.372 -4.762 -3.833
O -4.326 -3.257 -3.886
P -3.631 -2.738 -2.571
P -2.353 -1.043 -2.977
C -1.445 -0.839 -1.390
C -3.433 0.448 -3.060
H -6.488 -4.074 -6.901
H -8.051 -3.948 -6.174
H -6.697 -3.003 -5.532
H -6.984 -5.001 -4.055
H -6.999 -6.018 -5.495
H -4.600 -4.888 -5.938
H -4.835 -6.351 -5.061
H -4.882 -5.042 -2.918
H -3.346 -5.104 -3.830
H -2.813 -3.750 -2.058
H -4.630 -2.559 -1.596
H -0.491 -0.392 -1.618
H -2.031 -0.242 -0.716
H -1.267 -1.796 -0.911
H -3.962 0.594 -2.130
H -4.089 0.348 -3.913
H -2.751 1.272 -3.218
C -0.238 4.069 2.853
C -0.622 4.178 1.522
C -1.549 3.297 0.995
C -2.081 2.318 1.817
C -1.706 2.193 3.144
C -0.776 3.077 3.663
N -3.079 1.394 1.272
O -3.378 1.500 0.086
O -3.557 0.561 2.012
H 0.484 4.764 3.262
H -0.201 4.953 0.896
H -1.852 3.379 -0.038
H -2.129 1.422 3.771
H -0.478 2.988 4.702
C -2.888 -2.781 -6.613
C -1.556 -2.914 -6.245
C -0.556 -2.812 -7.197
C -0.910 -2.574 -8.511
C -2.229 -2.445 -8.901
C -3.223 -2.551 -7.941
N 0.151 -2.446 -9.525
O 1.303 -2.586 -9.151
O -0.186 -2.211 -10.665
H -3.666 -2.857 -5.867
H -1.291 -3.094 -5.211
H 0.481 -2.916 -6.916
H -2.484 -2.263 -9.934
H -4.260 -2.451 -8.230
C 3.293 4.710 9.181
C 2.165 5.321 8.649
C 1.210 4.566 7.990
C 1.401 3.200 7.877
C 2.520 2.573 8.395
C 3.470 3.338 9.050
N 0.384 2.392 7.196
O -0.584 2.972 6.722
O 0.555 1.192 7.130
H 4.033 5.304 9.697
H 2.030 6.389 8.750
H 0.332 5.038 7.576
H 2.653 1.507 8.294
H 4.350 2.864 9.462
C 3.588 -4.747 -8.894
C 4.117 -5.364 -7.767
C 4.870 -6.519 -7.893
C 5.087 -7.040 -9.154
C 4.566 -6.445 -10.288
C 3.811 -5.291 -10.152
N 5.903 -8.257 -9.294
O 6.328 -8.769 -8.275
O 6.101 -8.677 -10.417
H 3.001 -3.844 -8.797
H 3.944 -4.941 -6.787
H 5.283 -7.002 -7.019
H 4.744 -6.869 -11.264
H 3.398 -4.812 -11.029
C 3.566 8.618 14.897
C 4.822 8.055 15.081
C 5.508 7.522 14.003
C 4.922 7.565 12.752
C 3.670 8.117 12.551
C 2.990 8.646 13.634
N 5.657 7.018 11.602
O 6.745 6.522 11.809
O 5.131 7.094 10.502
H 3.035 9.038 15.741
H 5.268 8.033 16.065
H 6.484 7.083 14.141
H 3.228 8.140 11.566
H 2.012 9.083 13.494
```

Values from the calculation:
- HOMO: -11.178 eV
- Frontier orbital gap: 7.98 eV
- Net charge: +1



DFT (the ωB97M-V functional and the def2-TZVPD basis) results for C36H42N6O5SSi2V as an isolated structure at a distorted geometry.

The geometry in XYZ format:
```
93
C36H42N6O5SSi2V (the ωB97M-V functional and the def2-TZVPD basis)
V -0.241 0.296 -0.070
C 1.994 -4.508 1.243
C 1.613 -3.150 0.718
O 0.535 -2.666 0.983
C 2.592 -2.420 -0.163
C 3.813 -3.004 -0.492
C 4.707 -2.404 -1.362
C 4.390 -1.181 -1.929
C 3.191 -0.567 -1.603
C 2.314 -1.177 -0.729
O 1.140 -0.475 -0.452
H 1.155 -4.914 1.800
H 2.864 -4.437 1.903
H 2.246 -5.188 0.426
H 4.068 -3.962 -0.060
H 5.642 -2.891 -1.605
H 5.067 -0.707 -2.628
H 2.915 0.393 -2.023
C -0.953 -0.994 -3.668
Si -1.667 -1.873 -2.204
C -0.549 -3.286 -1.773
C -3.364 -2.507 -2.557
N -1.582 -0.715 -0.804
C -2.612 -0.137 -0.112
C -3.950 0.025 -0.580
C -4.888 0.589 0.217
C -4.548 1.043 1.525
C -3.278 0.947 2.004
C -2.262 0.354 1.206
N -0.951 0.172 1.586
Si -0.347 0.024 3.289
C -1.228 -1.425 4.003
C -0.707 1.582 4.239
C 1.507 -0.157 3.176
H -0.871 -1.699 -4.504
H 0.059 -0.625 -3.457
H -1.587 -0.165 -3.989
H -0.651 -4.041 -2.562
H -0.812 -3.752 -0.819
H 0.503 -2.983 -1.740
H -3.251 -3.454 -3.094
H -3.933 -1.827 -3.198
H -3.954 -2.704 -1.657
H -4.199 -0.270 -1.589
H -5.897 0.725 -0.161
H -5.317 1.487 2.144
H -3.028 1.307 2.995
H -2.308 -1.346 3.838
H -1.056 -1.478 5.082
H -0.880 -2.353 3.542
H -1.672 1.539 4.752
H -0.692 2.478 3.613
H 0.065 1.699 5.008
H 1.838 -0.309 2.150
H 1.847 -1.014 3.766
H 2.001 0.736 3.570
N -0.461 1.840 -1.685
C -1.818 2.280 -2.001
C -2.305 2.299 -3.293
C -3.639 2.639 -3.510
C -4.446 2.986 -2.434
C -3.912 3.056 -1.153
C -2.602 2.695 -0.937
S -6.205 3.332 -2.591
O -6.477 3.209 -4.006
O -6.775 2.279 -1.756
O -6.333 4.662 -2.033
H 0.019 1.499 -2.510
H 0.074 2.628 -1.338
H -1.659 2.033 -4.126
H -4.070 2.634 -4.504
H -4.556 3.366 -0.335
H -2.195 2.717 0.069
N 8.781 6.194 1.640
C 7.728 5.737 1.572
C 6.408 5.159 1.476
C 5.382 5.613 2.298
C 4.118 5.060 2.199
C 3.880 4.066 1.267
C 4.895 3.607 0.442
C 6.162 4.148 0.551
N 2.562 3.515 1.146
C 1.373 4.178 1.376
C 0.385 3.289 1.105
N 0.953 2.086 0.711
C 2.258 2.265 0.745
H 5.578 6.396 3.020
H 3.331 5.396 2.864
H 4.701 2.842 -0.300
H 6.961 3.798 -0.088
H 1.329 5.211 1.683
H -0.681 3.436 1.166
H 2.999 1.512 0.526
```

Values from the calculation:
- HOMO (spin up / spin down): -9.698 / -9.699 eV
- Frontier orbital gap (spin up / spin down): 4.66 / 5.58 eV
- Net charge: +1



DFT (the ωB97M-V functional and the def2-TZVPD basis) results for C36H43AlCl3CsF15KMgN7O16PS3 as an isolated structure at a distorted geometry.

The geometry in XYZ format:
```
128
C36H43AlCl3CsF15KMgN7O16PS3 (the ωB97M-V functional and the def2-TZVPD basis)
C -8.211 0.856 9.163
C -7.850 -0.543 9.812
C -7.918 -1.730 8.740
Cl -7.117 -3.184 9.514
C -7.148 -1.240 7.472
C -7.865 -0.687 6.298
C -7.169 -0.186 5.105
C -8.051 0.351 3.914
O -8.523 -0.461 3.177
N -8.247 1.796 3.854
C -8.038 2.336 2.554
O -7.673 1.763 1.588
F -8.251 3.708 2.455
C -5.707 -0.213 5.072
C -5.013 -0.788 6.245
C -5.680 -1.302 7.438
C -3.449 -0.821 6.135
O -2.752 -1.699 6.572
C -2.829 0.431 5.400
C -1.548 0.967 5.917
C -0.972 2.150 5.213
C 0.373 2.709 5.804
C 1.579 1.804 5.350
S 2.454 2.591 3.912
C 1.765 1.786 2.448
N 1.213 2.287 1.312
N 0.862 1.140 0.642
C 1.174 0.014 1.316
O 1.803 0.409 2.517
C -1.625 2.771 4.011
C -0.897 3.985 3.343
O -1.520 5.223 3.575
C -2.502 5.116 4.642
C -2.921 2.236 3.496
P -3.876 2.965 2.031
N -5.310 3.280 2.581
O -3.963 1.834 0.708
O -3.269 4.398 1.436
C -3.532 1.006 4.243
C -4.880 0.329 3.866
O -5.279 0.189 2.733
H -8.351 1.593 9.999
H -9.173 0.820 8.574
H -7.386 1.248 8.515
H -8.582 -0.786 10.628
H -6.785 -0.510 10.185
H -8.975 -1.972 8.463
H -8.986 -0.656 6.322
H -9.126 2.100 4.278
H -5.032 -1.686 8.260
H -0.998 0.536 6.786
H 0.248 2.693 6.928
H 0.468 3.792 5.534
H 2.337 1.666 6.162
H 1.136 0.823 5.010
H 0.985 -1.043 1.022
H -0.926 3.804 2.217
H 0.201 4.056 3.592
H -3.454 4.574 4.331
H -2.839 6.168 4.865
H -2.072 4.711 5.656
H -5.480 4.285 2.458
H -3.599 2.275 -0.091
H -2.785 4.215 0.602
Mg -2.151 0.855 2.023
Cl 0.935 -2.289 -0.793
C 1.725 -1.925 -2.351
C 1.713 -0.440 -2.678
Cl 0.083 0.159 -3.023
H 1.224 -2.515 -3.117
H 2.755 -2.277 -2.272
H 2.315 -0.253 -3.573
H 2.122 0.161 -1.857
C 6.940 2.077 3.581
C 6.121 3.341 3.756
O 5.448 3.323 5.011
H 6.297 1.194 3.638
H 7.456 2.077 2.620
H 7.682 1.984 4.378
H 5.367 3.421 2.972
H 6.760 4.228 3.711
H 6.120 3.262 5.700
C 6.462 0.993 -0.316
O 6.688 2.053 0.239
N 5.613 0.066 0.196
N 7.032 0.643 -1.496
H 5.410 -0.816 -0.249
H 5.166 0.288 1.073
H 7.669 1.304 -1.911
H 6.856 -0.227 -1.969
F -2.631 4.998 7.036
C 0.615 1.084 -6.276
F 0.680 1.681 -5.072
F -0.365 0.168 -6.211
F 0.195 2.011 -7.157
S 2.230 0.360 -6.740
O 2.497 -0.615 -5.700
O 3.134 1.490 -6.760
N 1.787 -0.208 -8.139
S 2.951 -0.940 -8.946
O 3.407 -2.191 -8.405
O 3.991 -0.086 -9.473
C 1.941 -1.392 -10.406
F 1.420 -0.303 -11.019
F 0.894 -2.169 -10.079
F 2.642 -2.056 -11.330
K 4.222 1.113 -1.406
C 5.902 -7.007 -12.231
C 5.091 -6.798 -10.966
O 5.595 -5.775 -10.124
C 5.302 -4.378 -10.455
O 4.039 -4.195 -10.642
C 6.184 -3.808 -11.621
F 7.465 -4.322 -11.563
F 6.331 -2.481 -11.523
F 5.737 -4.053 -12.857
H 6.974 -6.938 -12.026
H 5.688 -7.984 -12.668
H 5.654 -6.264 -12.987
H 5.166 -7.716 -10.375
H 4.028 -6.670 -11.185
H 5.752 -3.870 -9.575
F 0.529 -3.559 -5.760
Al 0.821 -5.257 -5.457
F 1.154 -6.078 -6.959
F -0.593 -5.963 -4.702
F 2.198 -5.419 -4.376
Cs 9.106 -5.376 -11.065
```

Values from the calculation:
- HOMO: -6.226 eV
- Frontier orbital gap: 0.98 eV



DFT (the ωB97M-V functional and the def2-TZVPD basis) results for C36H43BiF10N7P2S as an isolated structure at a distorted geometry.

The geometry in XYZ format:
```
100
C36H43BiF10N7P2S (the ωB97M-V functional and the def2-TZVPD basis)
Bi -0.010 -0.344 1.451
C -1.170 2.632 2.346
N -0.770 1.345 2.961
C 0.368 1.604 3.888
C 1.217 0.393 4.199
N 1.612 -0.285 2.960
C 2.720 -1.122 2.997
C 3.186 -1.683 1.812
F 2.450 -1.457 0.697
C 4.320 -2.453 1.693
F 4.682 -2.904 0.494
C 5.071 -2.739 2.813
F 6.186 -3.452 2.727
C 4.619 -2.267 4.028
F 5.289 -2.558 5.136
C 3.465 -1.505 4.123
F 3.079 -1.182 5.371
C -1.974 0.731 3.584
C -1.806 -0.702 4.045
N -1.123 -1.507 3.029
C -1.029 -2.872 3.214
C -1.596 -3.636 4.250
F -2.264 -3.050 5.259
C -1.493 -5.014 4.311
F -2.071 -5.658 5.318
C -0.803 -5.728 3.351
F -0.732 -7.053 3.398
C -0.173 -5.013 2.355
F 0.541 -5.636 1.420
C -0.279 -3.640 2.324
F 0.435 -2.976 1.378
H -1.496 3.327 3.126
H -0.328 3.067 1.809
H -1.984 2.478 1.645
H 1.003 2.340 3.393
H -0.009 2.048 4.815
H 2.099 0.773 4.713
H 0.712 -0.282 4.891
H -2.299 1.342 4.431
H -2.759 0.762 2.824
H -1.278 -0.729 4.999
H -2.812 -1.076 4.234
C 2.699 -0.730 -2.161
P 1.655 0.524 -1.323
C 0.657 1.174 -2.773
N 1.258 1.227 -3.932
C 0.579 1.672 -5.019
C 1.233 1.788 -6.267
C 0.529 2.217 -7.355
C -0.848 2.530 -7.252
C -1.497 2.433 -6.055
C -0.780 2.019 -4.909
N -1.401 1.969 -3.702
C -0.733 1.572 -2.653
P -1.605 1.544 -0.998
C -1.781 3.373 -0.789
C -3.444 1.087 -1.248
C -4.079 1.186 0.144
C -4.258 1.959 -2.208
C -3.519 -0.370 -1.708
C 2.888 1.921 -1.023
C 2.092 3.211 -0.825
C 3.618 1.582 0.282
C 3.904 2.102 -2.155
H 3.633 -0.868 -1.617
H 2.903 -0.415 -3.180
H 2.161 -1.677 -2.166
H 2.285 1.538 -6.327
H 1.027 2.319 -8.312
H -1.384 2.851 -8.136
H -2.548 2.675 -5.954
H -2.275 3.798 -1.662
H -0.803 3.837 -0.681
H -2.362 3.599 0.106
H -3.981 2.184 0.578
H -3.655 0.452 0.837
H -5.149 0.973 0.063
H -4.421 2.963 -1.808
H -5.240 1.493 -2.334
H -3.790 2.047 -3.179
H -2.958 -1.033 -1.045
H -3.112 -0.483 -2.715
H -4.564 -0.695 -1.719
H 1.290 3.069 -0.092
H 1.652 3.553 -1.765
H 2.748 4.003 -0.454
H 2.917 1.456 1.116
H 4.307 2.392 0.538
H 4.207 0.665 0.187
H 3.428 2.081 -3.134
H 4.670 1.324 -2.131
H 4.404 3.069 -2.041
N -2.475 -3.843 -1.155
C -1.713 -3.082 -1.950
N -1.666 -3.406 -3.248
S -0.856 -1.752 -1.365
H -2.934 -4.676 -1.484
H -2.485 -3.648 -0.170
H -2.139 -4.210 -3.623
H -1.085 -2.857 -3.856
```

Values from the calculation:
- HOMO: -10.155 eV
- Frontier orbital gap: 7.42 eV
- Net charge: +1



M for every record listed, in sequence, given in g mol⁻¹: 782.70; 777.95; 1571.57; 1066.76.
E_tot for every record listed, in sequence, given in a.u.: -3180.41518; -4022.84355; -8461.51349; -4074.81617.